[1]
One molecule with the formula C17H22N2OS, computed with ωB97M-V with the def2-TZVPD basis set.

Values from the calculation:
HOMO   -8.89 eV
Multiplicity   1
Gap between HOMO and LUMO   8.39 eV
SMILES   CC1(C)CC(=O)C2=C(C1)NC(=S)[C@H](C#N)C21CCCCC1
LUMO level   -0.50 eV

Last column: Löwdin charge in e.
Geometry (Å):
1 C -3.49 -0.26 1.62  -0.0227
2 H -2.50 -0.51 1.99  0.0851
3 H -4.13 -1.13 1.75  0.0943
4 H -3.90 0.55 2.22  0.0888
5 C -3.44 0.14 0.14  -0.5476
6 C -2.93 -1.03 -0.71  -0.0554
7 C -1.55 -1.46 -0.27  -0.3474
8 O -1.29 -2.63 -0.03  0.0984
9 C -0.58 -0.37 -0.13  -0.0470
10 C -1.03 0.89 0.04  -0.1541
11 N -0.16 1.92 0.34  0.0900
12 C 1.18 1.83 0.26  -0.7962
13 S 2.17 2.98 0.86  0.7256
14 C 1.67 0.60 -0.46  -0.2493
15 C 1.41 0.85 -1.86  -0.1940
16 N 1.17 1.08 -2.96  0.2019
17 H 2.74 0.49 -0.31  0.1359
18 C 0.91 -0.67 0.00  -0.3275
19 C 1.33 -1.84 -0.90  -0.1351
20 C 2.84 -2.13 -0.82  -0.1695
21 C 3.37 -2.03 0.62  -0.1876
22 C 2.23 -2.16 1.62  -0.1797
23 C 1.24 -1.00 1.48  -0.0962
24 H 0.32 -1.26 2.00  0.1233
25 H 1.65 -0.11 1.96  0.1182
26 H 1.71 -3.10 1.46  0.1187
27 H 2.62 -2.16 2.64  0.1137
28 H 3.87 -1.07 0.78  0.1072
29 H 4.11 -2.80 0.80  0.1079
30 H 3.00 -3.14 -1.20  0.1131
31 H 3.39 -1.46 -1.48  0.1071
32 H 0.78 -2.72 -0.59  0.1067
33 H 1.06 -1.63 -1.94  0.1241
34 H -0.54 2.79 0.71  0.1438
35 C -2.47 1.31 -0.06  -0.0638
36 H -2.62 1.74 -1.05  0.1438
37 H -2.67 2.09 0.68  0.1324
38 H -2.88 -0.73 -1.75  0.1426
39 H -3.60 -1.89 -0.63  0.1341
40 C -4.84 0.55 -0.32  -0.0444
41 H -5.19 1.42 0.24  0.0867
42 H -4.84 0.81 -1.38  0.0862
43 H -5.54 -0.26 -0.17  0.0878

=====

[2]
An isolated ion of composition C5H9FN and charge +1, computed with ωB97M-V with the def2-TZVPD basis set.

Values from the calculation:
HOMO   -14.76 eV
Multiplicity   1
Gap between HOMO and LUMO   11.17 eV
SMILES   F[C@]12C[NH2+]C[C@H]1C2
LUMO level   -3.60 eV
Total charge   +1

Last column: Löwdin charge in e.
Geometry (Å):
1 C -0.96 -1.06 0.86  0.0047
2 C 1.02 -0.44 -0.87  -0.1053
3 C -0.09 1.43 0.21  0.0449
4 C -0.38 -0.90 -0.61  -0.1186
5 C -1.26 0.16 0.10  -0.3943
6 N 1.16 0.59 0.17  0.0257
7 F -2.42 0.59 -0.31  0.1270
8 H -1.77 -1.77 0.98  0.1257
9 H -0.53 -0.93 1.89  0.1322
10 H 1.75 -1.20 -0.52  0.1464
11 H 1.38 -0.09 -1.88  0.1671
12 H -0.40 2.07 -0.67  0.1634
13 H -0.04 1.98 1.16  0.1328
14 H -0.84 -1.65 -1.33  0.1772
15 H 1.38 0.06 0.96  0.1460
16 H 2.02 1.16 -0.13  0.2251

=====

[3]
C36H32CoN5O2S3 as an isolated structure, computed with ωB97M-V with the def2-TZVPD basis set.

Values from the calculation:
HOMO (spin up / spin down)   -4.30 / -4.26 eV
Multiplicity   2
<S²>   0.761
Gap between HOMO and LUMO (spin up / spin down)   6.54 / 6.50 eV
LUMO level (spin up / spin down)   2.24 / 2.24 eV
Total charge   -1

Last column: Löwdin spin population.
Geometry (Å):
1 Co 0.39 -0.44 0.12  0.9814
2 C 2.41 -2.08 2.04  0.0001
3 N 1.10 -2.44 1.49  0.0244
4 C 1.18 -3.73 0.80  0.0014
5 C 0.10 -2.40 2.53  0.0009
6 C -0.19 -3.54 3.27  0.0007
7 C -1.07 -3.50 4.35  0.0000
8 C -1.62 -2.28 4.70  0.0004
9 C -1.33 -1.12 3.97  -0.0004
10 C -0.49 -1.14 2.83  0.0002
11 N -0.12 -0.10 2.01  -0.0092
12 C -0.14 1.26 2.29  -0.0006
13 C -0.98 2.00 3.15  -0.0003
14 C -0.81 3.37 3.32  -0.0002
15 C 0.19 4.06 2.65  0.0000
16 C 0.99 3.35 1.76  -0.0002
17 C 0.81 2.00 1.57  -0.0002
18 N 1.64 1.26 0.60  -0.0091
19 C 2.93 0.89 1.23  -0.0003
20 C 1.88 2.06 -0.62  0.0006
21 H 2.78 -2.86 2.72  0.0003
22 H 3.13 -1.95 1.22  0.0001
23 H 2.32 -1.15 2.60  0.0000
24 H 1.71 -4.48 1.40  0.0007
25 H 0.19 -4.11 0.57  0.0000
26 H 1.74 -3.61 -0.13  0.0002
27 H 0.29 -4.48 3.01  0.0001
28 H -1.30 -4.41 4.91  0.0000
29 H -2.30 -2.21 5.54  0.0000
30 H -1.80 -0.21 4.28  0.0000
31 H -1.83 1.54 3.62  0.0000
32 H -1.49 3.91 3.98  0.0000
33 H 0.31 5.13 2.77  0.0000
34 H 1.74 3.89 1.18  0.0000
35 H 3.56 1.78 1.37  -0.0002
36 H 2.74 0.45 2.21  0.0001
37 H 3.47 0.17 0.61  0.0000
38 H 2.63 2.84 -0.45  0.0000
39 H 2.24 1.40 -1.41  0.0000
40 H 0.95 2.50 -0.94  0.0001
41 S -1.87 -3.46 -2.24  -0.0001
42 C -2.90 -3.15 -0.88  0.0001
43 C -4.11 -3.76 -0.54  0.0000
44 C -4.77 -3.30 0.58  0.0001
45 C -4.24 -2.23 1.33  -0.0001
46 C -3.04 -1.63 0.98  0.0002
47 C -2.35 -2.12 -0.12  0.0002
48 N -1.13 -1.65 -0.61  -0.0010
49 C -0.78 -2.23 -1.70  -0.0020
50 C 0.50 -1.89 -2.33  -0.0032
51 C 0.90 -2.44 -3.54  -0.0006
52 C 2.18 -2.17 -4.02  -0.0008
53 C 3.02 -1.36 -3.26  -0.0010
54 C 2.58 -0.80 -2.06  -0.0039
55 C 1.29 -1.03 -1.55  -0.0231
56 H -4.53 -4.56 -1.15  0.0000
57 H -5.71 -3.75 0.88  0.0000
58 H -4.77 -1.87 2.20  0.0000
59 H -2.64 -0.78 1.52  0.0001
60 H 0.22 -3.07 -4.11  -0.0001
61 H 2.51 -2.59 -4.96  -0.0001
62 H 4.03 -1.16 -3.61  -0.0001
63 H 3.27 -0.16 -1.53  -0.0004
64 O -1.25 6.26 -1.58  0.0016
65 S -1.87 5.17 -2.29  0.0010
66 O -3.03 5.47 -3.09  0.0003
67 N -2.15 3.90 -1.29  0.0091
68 C -1.41 2.85 -1.62  0.0107
69 S -1.40 1.33 -0.87  0.0211
70 C -0.49 3.10 -2.79  0.0005
71 C 0.43 2.24 -3.35  0.0003
72 C 1.18 2.68 -4.44  0.0000
73 C 1.00 3.96 -4.96  0.0001
74 C 0.07 4.83 -4.38  0.0000
75 C -0.64 4.37 -3.30  0.0000
76 H 0.55 1.23 -2.94  0.0000
77 H 1.91 2.02 -4.90  0.0000
78 H 1.58 4.28 -5.81  0.0000
79 H -0.08 5.83 -4.77  0.0000

=====

For the records above, the corresponding energy above the lowest of the compared OMol25 structures with the same formula, charge and spin values read 0.022 1.218 0.591 eV.